One molecule with the formula C6H6O. Source: OMol25; level of theory: the ωB97M-V functional and the def2-TZVPD basis.

Each line ends with the Löwdin charge.
Geometry (Å):
C (2.210, -0.004, 1.399)  0.210
C (1.340, 0.312, 0.613)  -0.146
C (0.527, -0.407, -0.839)  0.023
C (0.209, 0.886, -0.241)  -0.258
C (-1.211, 0.848, 0.344)  -0.172
O (-1.471, -0.522, 0.532)  -0.134
C (-0.607, -1.252, -0.350)  -0.225
H (3.017, -0.306, 2.033)  0.052
H (0.564, 1.822, -0.679)  0.145
H (-1.319, 1.366, 1.300)  0.125
H (-1.912, 1.300, -0.385)  0.127
H (-1.137, -1.529, -1.280)  0.128
H (-0.302, -2.176, 0.150)  0.125

ΔE to the lowest compared entry with this formula, charge and spin = 567.3 kJ/mol
E_LUMO = -0.1 eV
HOMO level = -8.629 eV
frontier orbital gap = 0.314 Ha

A 2-piece molecular cluster, C6H6O overall at a distorted geometry. Source: OMol25; level of theory: the ωB97M-V functional and the def2-TZVPD basis.

Each line ends with the Löwdin charge.
Geometry (Å):
O (1.925, 0.723, 0.208)  0.033
C (0.849, 0.638, -0.615)  -0.230
C (0.055, -1.495, -0.961)  -0.048
C (-0.544, -1.455, 0.294)  -0.308
C (-0.973, -1.192, 1.396)  0.082
C (-0.357, 1.220, -0.112)  -0.143
C (-0.815, 2.303, 0.169)  0.177
H (1.658, 0.506, 1.116)  0.118
H (1.081, 1.045, -1.591)  0.127
H (0.770, -2.326, -0.947)  0.072
H (-0.734, -1.610, -1.723)  0.078
H (-1.532, -1.466, 2.239)  0.011
H (-1.382, 3.110, 0.528)  0.033

ΔE to the lowest compared entry with this formula, charge and spin = 673.4 kJ/mol
E_LUMO = 0.3 eV
HOMO level = -8.351 eV
frontier orbital gap = 0.317 Ha

One molecule with the formula C6H6O. Source: OMol25; level of theory: the ωB97M-V functional and the def2-TZVPD basis.

Each line ends with the Löwdin charge.
Geometry (Å):
O (2.334, 1.528, 0.090)  -0.001
C (1.094, 1.480, 0.662)  -0.203
C (-1.405, -0.099, -1.810)  0.015
C (-1.088, -0.850, -0.794)  -0.111
C (-0.725, -1.478, 0.298)  -0.113
C (0.548, 0.409, 1.185)  -0.026
C (-0.025, -0.755, 1.391)  -0.109
H (2.653, 0.617, 0.016)  0.105
H (0.612, 2.453, 0.657)  0.119
H (-0.711, 0.070, -2.631)  0.063
H (-2.370, 0.401, -1.856)  0.062
H (-0.909, -2.544, 0.420)  0.101
H (-0.008, -1.231, 2.371)  0.097

ΔE to the lowest compared entry with this formula, charge and spin = 344.3 kJ/mol
E_LUMO = 0.7 eV
HOMO level = -8.831 eV
frontier orbital gap = 0.351 Ha

C6H6O as an isolated structure at a distorted geometry. Source: OMol25; level of theory: the ωB97M-V functional and the def2-TZVPD basis.

Each line ends with the Löwdin charge.
Geometry (Å):
O (2.034, -1.013, -0.186)  -0.051
C (1.399, 0.118, 0.354)  -0.230
C (-0.036, 0.307, -0.102)  -0.275
C (-0.749, -0.783, -0.439)  -0.205
C (-1.324, -1.790, -0.959)  0.099
C (-0.708, 1.500, 0.258)  -0.120
C (-1.231, 2.491, 0.706)  0.121
H (1.490, -1.786, 0.020)  0.084
H (1.343, 0.070, 1.453)  0.126
H (2.011, 0.984, 0.091)  0.127
H (-0.645, -0.780, -1.705)  0.223
H (-1.884, -2.676, -0.598)  0.080
H (-1.700, 3.359, 1.108)  0.021

ΔE to the lowest compared entry with this formula, charge and spin = 694.4 kJ/mol
E_LUMO = 0.4 eV
HOMO level = -7.789 eV
frontier orbital gap = 0.302 Ha

One molecule with the formula C6H6O at a distorted geometry. Source: OMol25; level of theory: the ωB97M-V functional and the def2-TZVPD basis.

Each line ends with the Löwdin charge.
Geometry (Å):
C (-1.009, -0.610, -0.417)  -0.331
C (0.035, -1.445, 0.197)  0.001
C (1.150, -0.660, 0.080)  -0.082
C (1.077, 0.778, -0.174)  -0.079
C (-0.049, 1.478, -0.001)  0.001
C (-1.101, 0.532, 0.433)  -0.318
H (-0.882, -0.430, -1.495)  0.172
H (0.155, -2.499, 0.184)  0.093
H (2.032, -1.208, 0.226)  0.086
H (2.106, 1.225, -0.401)  0.131
H (-0.201, 2.455, -0.078)  0.063
H (-1.115, 0.438, 1.536)  0.175
O (-2.198, -0.054, -0.092)  0.089

ΔE to the lowest compared entry with this formula, charge and spin = 484.3 kJ/mol
E_LUMO = 0.6 eV
HOMO level = -8.886 eV
frontier orbital gap = 0.348 Ha

One molecule with the formula C6H6O at a distorted geometry. Source: OMol25; level of theory: the ωB97M-V functional and the def2-TZVPD basis.

Each line ends with the Löwdin charge.
Geometry (Å):
C (-1.949, -1.657, -0.116)  0.167
C (2.584, -1.180, -0.214)  0.183
C (-0.878, -1.101, -0.014)  -0.100
C (1.430, -0.829, -0.189)  -0.083
C (0.064, 1.178, 0.681)  0.034
C (0.157, -0.165, -0.170)  -0.391
O (-0.007, 0.164, -1.834)  -0.037
H (-2.701, -2.284, 0.273)  0.029
H (3.536, -1.450, -0.158)  -0.009
H (0.291, 0.941, 1.642)  0.047
H (0.716, 2.017, 0.371)  0.107
H (-0.922, 1.501, 0.673)  0.061
H (0.530, -0.412, -2.273)  -0.007

ΔE to the lowest compared entry with this formula, charge and spin = 546.9 kJ/mol
E_LUMO = 0.7 eV
HOMO level = -10.098 eV
frontier orbital gap = 0.395 Ha

One molecule with the formula C6H6O at a distorted geometry. Source: OMol25; level of theory: the ωB97M-V functional and the def2-TZVPD basis.

Each line ends with the Löwdin charge.
Geometry (Å):
C (2.334, -1.094, 0.435)  -0.026
C (1.723, 0.075, 0.687)  0.057
C (0.381, 0.223, 0.111)  -0.272
C (-0.463, 1.304, 0.209)  -0.037
C (-1.823, 0.958, -0.261)  -0.149
O (-1.722, -0.440, -0.614)  -0.032
C (-0.468, -0.777, -0.462)  -0.129
H (3.329, -1.336, 0.805)  0.043
H (-0.215, 2.279, 0.615)  0.110
H (-2.618, 1.040, 0.487)  0.127
H (-2.143, 1.507, -1.151)  0.126
H (-0.244, -1.813, -0.699)  0.120
H (1.929, -1.928, -0.162)  0.063

ΔE to the lowest compared entry with this formula, charge and spin = 509.9 kJ/mol
E_LUMO (alpha / beta) = 0.7 / -1.1 eV
HOMO level (alpha / beta) = -8.929 / -6.414 eV
frontier orbital gap (alpha / beta) = 0.353 / 0.195 Ha

One molecule with the formula C6H6O. Source: OMol25; level of theory: the ωB97M-V functional and the def2-TZVPD basis.

Each line ends with the Löwdin charge.
Geometry (Å):
C (2.811, -0.678, 0.664)  0.135
C (1.847, -0.063, 0.287)  -0.084
C (0.499, 0.228, -0.071)  -0.253
C (-0.335, 1.240, 0.144)  0.011
C (-1.739, 0.779, -0.146)  -0.189
O (-1.623, -0.557, -0.602)  -0.108
C (-0.283, -0.981, -0.505)  -0.166
H (3.634, -1.243, 1.028)  0.029
H (-0.107, 2.217, 0.550)  0.119
H (-2.357, 0.821, 0.763)  0.122
H (-2.255, 1.359, -0.917)  0.120
H (0.045, -1.387, -1.468)  0.134
H (-0.138, -1.735, 0.274)  0.130

ΔE to the lowest compared entry with this formula, charge and spin = 278.0 kJ/mol
E_LUMO = 0.9 eV
HOMO level = -9.016 eV
frontier orbital gap = 0.365 Ha

One molecule with the formula C6H6O2 at a distorted geometry. Source: OMol25; level of theory: the ωB97M-V functional and the def2-TZVPD basis.

Each line ends with the Löwdin charge.
Geometry (Å):
C (-0.120, 1.063, 0.307)  -0.378
C (-1.126, 0.515, -0.668)  -0.063
C (-0.670, -0.931, -0.684)  -0.332
C (0.600, -0.132, 0.883)  -0.190
C (1.545, -0.550, -0.164)  -0.007
C (0.769, -1.214, -1.096)  0.006
H (-2.222, 0.411, -0.178)  0.177
H (-1.402, 1.088, -1.644)  0.152
H (-1.393, -1.719, -0.996)  0.156
H (0.970, 0.210, 1.821)  0.151
H (2.662, -0.350, -0.096)  0.140
H (0.998, -1.397, -2.217)  0.139
O (-0.077, 2.192, 0.721)  0.115
O (-0.624, -1.035, 0.760)  -0.067

ΔE to the lowest compared entry with this formula, charge and spin = 213.5 kJ/mol
E_LUMO = 0.5 eV
HOMO level = -9.154 eV
frontier orbital gap = 0.356 Ha

C6H6O2 as an isolated structure at a distorted geometry. Source: OMol25; level of theory: the ωB97M-V functional and the def2-TZVPD basis.

Each line ends with the Löwdin charge.
Geometry (Å):
C (-1.863, 0.079, 1.212)  -0.015
C (-0.864, -0.762, 0.533)  -0.012
C (-1.273, 1.317, 1.292)  -0.088
C (0.266, -0.008, 0.372)  -0.235
C (1.292, -0.616, -1.786)  -0.194
C (1.504, 0.047, -0.427)  -0.065
O (1.965, -0.486, -2.830)  0.001
O (-0.105, 1.301, 0.603)  0.017
H (-2.610, -0.340, 1.758)  0.067
H (-1.036, -1.707, 0.223)  0.065
H (-1.587, 2.130, 1.793)  0.084
H (2.082, -0.581, -0.110)  0.024
H (2.135, 0.906, -0.641)  0.156
H (0.095, -1.281, -1.992)  0.197

ΔE to the lowest compared entry with this formula, charge and spin = 320.5 kJ/mol
E_LUMO = 0.9 eV
HOMO level = -9.047 eV
frontier orbital gap = 0.367 Ha

One molecule with the formula C6H6O3 at a distorted geometry. Source: OMol25; level of theory: the ωB97M-V functional and the def2-TZVPD basis.

Each line ends with the Mulliken spin population.
Geometry (Å):
C (-1.213, 0.581, 0.041)  0.583
C (-0.973, -0.720, -0.288)  -0.122
C (-1.322, 1.784, 0.462)  -0.065
C (-2.092, -1.513, -0.507)  0.468
C (2.532, -0.234, 0.449)  0.239
C (1.274, -0.156, -0.418)  -0.029
O (1.328, 0.293, -1.593)  0.633
O (0.284, -1.200, -0.084)  -0.004
O (1.524, 0.663, 0.735)  0.149
H (-1.788, 2.626, -0.143)  0.069
H (-0.862, 2.194, 1.350)  0.053
H (-1.963, -2.530, -0.769)  0.012
H (-2.972, -1.095, -0.307)  0.005
H (2.925, -1.038, 1.028)  0.012
H (3.318, 0.344, 0.043)  -0.001

2S+1 = 3
ΔE to the lowest compared entry with this formula, charge and spin = 163.6 kJ/mol
E_LUMO (alpha / beta) = 0.9 / -2.7 eV
HOMO level (alpha / beta) = -7.340 / -9.039 eV
expectation value of S² = 2.0575
frontier orbital gap (alpha / beta) = 0.302 / 0.232 Ha

C6H6O3Sr as an isolated structure at a distorted geometry. Source: OMol25; level of theory: the ωB97M-V functional and the def2-TZVPD basis.

Each line ends with the Löwdin charge.
Geometry (Å):
O (-0.877, -3.034, 1.462)  -0.421
C (-1.695, -2.142, 1.950)  -0.734
O (-2.766, -2.387, 2.501)  0.030
C (0.183, 1.176, -1.184)  -0.208
H (-0.360, 2.068, -0.830)  0.120
H (-0.464, 0.709, -1.943)  0.117
C (1.530, 1.566, -1.774)  -0.111
H (1.999, 0.713, -2.285)  0.074
H (1.402, 2.376, -2.504)  0.071
H (2.218, 1.916, -0.993)  0.076
C (-1.041, -0.808, 1.840)  -0.101
C (-0.903, -0.121, 0.705)  -0.117
C (0.258, 0.231, -0.022)  -0.500
O (1.387, -0.294, 0.295)  -0.294
Sr (1.013, -2.375, 1.297)  1.732
H (-1.885, 0.406, 1.482)  0.265

E_LUMO (alpha / beta) = -1.2 / -1.2 eV
HOMO level (alpha / beta) = -6.530 / -6.530 eV
frontier orbital gap (alpha / beta) = 0.197 / 0.197 Ha

One molecule with the formula C6H6O4 at a distorted geometry. Source: OMol25; level of theory: the ωB97M-V functional and the def2-TZVPD basis.

Each line ends with the Löwdin charge.
Geometry (Å):
C (1.351, -1.315, 1.095)  -0.247
C (0.698, -0.457, 0.174)  -0.339
C (0.268, -0.583, -1.001)  0.008
C (-0.727, 0.138, -1.538)  -0.292
C (-1.209, 1.340, -0.671)  -0.107
C (-0.410, 1.514, 0.428)  -0.048
H (0.849, -0.986, 2.992)  0.181
H (2.335, -0.622, 1.098)  0.186
H (1.483, -2.392, 0.627)  0.180
H (0.558, -1.485, -1.638)  0.184
H (-2.399, 1.678, -2.012)  0.033
H (-0.348, 2.584, 0.978)  0.189
O (0.969, -1.811, 2.319)  -0.044
O (-1.454, -0.207, -2.573)  -0.014
O (-2.405, 1.989, -1.154)  0.071
O (0.440, 0.615, 0.875)  0.059

ΔE to the lowest compared entry with this formula, charge and spin = 469.8 kJ/mol
E_LUMO = 0.0 eV
HOMO level = -9.296 eV
frontier orbital gap = 0.342 Ha

One molecule with the formula C6H6O4S at a distorted geometry. Source: OMol25; level of theory: the ωB97M-V functional and the def2-TZVPD basis.

Each line ends with the Löwdin charge.
Geometry (Å):
C (-1.299, -0.632, -0.198)  -0.284
C (-1.578, 0.567, 0.756)  -0.326
C (0.187, -1.122, 0.015)  -0.289
C (-0.590, 1.661, 0.589)  -0.116
C (1.139, -0.001, 0.304)  -0.197
C (0.552, 1.241, -0.419)  -0.148
O (-2.110, -1.188, -0.912)  0.121
O (-2.455, 0.421, 1.553)  0.166
O (2.127, -2.577, -0.947)  -0.287
O (-0.177, -3.506, -0.987)  -0.258
S (0.707, -2.393, -0.841)  0.862
H (-0.996, 2.557, 0.166)  0.126
H (-0.247, 1.814, 1.533)  0.089
H (1.352, 0.313, 1.416)  0.171
H (2.025, -0.373, -0.171)  0.083
H (-0.032, 1.170, -1.380)  0.139
H (1.394, 2.049, -0.477)  0.148

ΔE to the lowest compared entry with this formula, charge and spin = 307.6 kJ/mol
E_LUMO (alpha / beta) = -1.5 / -1.5 eV
HOMO level (alpha / beta) = -9.747 / -9.747 eV
frontier orbital gap (alpha / beta) = 0.303 / 0.303 Ha

C6H6S as an isolated structure at a distorted geometry. Source: OMol25; level of theory: the ωB97M-V functional and the def2-TZVPD basis.

Each line ends with the Mulliken spin population.
Geometry (Å):
C (1.022, -1.218, 0.229)  0.914
C (2.264, -1.036, 0.293)  0.483
C (-0.006, 0.807, 0.957)  0.066
C (0.805, 1.024, -0.283)  0.281
C (-0.159, -0.456, 0.145)  -0.149
C (-1.414, -0.821, -0.581)  0.026
S (2.572, 0.545, -0.351)  0.378
H (0.528, 0.744, 1.899)  -0.003
H (-0.898, 1.420, 1.027)  0.006
H (0.491, 1.737, -1.027)  0.019
H (-1.379, -1.865, -0.887)  -0.014
H (-1.541, -0.211, -1.475)  -0.007
H (-2.286, -0.670, 0.056)  0.001

2S+1 = 3
ΔE to the lowest compared entry with this formula, charge and spin = 34.6 kJ/mol
E_LUMO (alpha / beta) = 0.8 / -2.1 eV
HOMO level (alpha / beta) = -7.093 / -8.594 eV
expectation value of S² = 2.0205
frontier orbital gap (alpha / beta) = 0.290 / 0.237 Ha

C6H6S2 as an isolated structure at a distorted geometry. Source: OMol25; level of theory: the ωB97M-V functional and the def2-TZVPD basis.

Each line ends with the Löwdin charge.
Geometry (Å):
C (1.938, 0.985, -0.030)  -0.203
C (0.484, 1.409, 0.280)  -0.062
C (2.554, -0.153, -0.167)  -0.034
C (-0.695, 0.814, 0.299)  -0.148
C (-1.000, -1.662, -0.087)  -0.461
C (-1.443, -0.455, 0.028)  -0.740
S (0.859, -1.729, -0.057)  0.673
S (-3.179, -0.129, -0.223)  0.801
H (2.667, 1.728, -0.234)  0.085
H (0.528, 2.443, 0.627)  0.102
H (3.487, -0.594, -0.180)  0.038
H (-1.540, 1.406, 0.436)  0.034
H (-1.382, -2.646, -0.194)  0.052
H (-3.276, -1.416, -0.497)  -0.137

ΔE to the lowest compared entry with this formula, charge and spin = 435.4 kJ/mol
E_LUMO (alpha / beta) = -0.5 / -0.5 eV
HOMO level (alpha / beta) = -7.607 / -7.607 eV
frontier orbital gap (alpha / beta) = 0.260 / 0.260 Ha

| no. | calculated total energy (eV) |
| --- | --- |
| 1 | -8360.626 |
| 2 | -8359.527 |
| 3 | -8362.937 |
| 4 | -8359.309 |
| 5 | -8361.487 |
| 6 | -8360.838 |
| 7 | -8361.221 |
| 8 | -8363.625 |
| 9 | -10411.196 |
| 10 | -10410.088 |
| 11 | -12453.971 |
| 12 | -13292.993 |
| 13 | -14504.597 |
| 14 | -25340.585 |
| 15 | -17147.456 |
| 16 | -27983.914 |